[1]
Entry from OMol25: a molecular structure, C12H24F3N3NaO4STa in a non-equilibrium geometry (ωB97M-V/def2-TZVPD).

Charge: +2
Energy above the lowest of the compared OMol25 structures with the same formula, charge and spin in kJ/mol: 0.00
Energy in Ha: -1853.5075

```
49
Properties=species:S:1:pos:R:3:forces:R:3
N -1.753 -0.313 0.865 1.5775 0.3986 -0.2974
C -2.829 -0.883 0.830 -2.8539 -1.1636 0.2862
O -3.891 -1.393 0.840 2.8073 1.2482 -0.1651
Na -0.935 2.171 2.779 -0.5488 0.7605 -0.0609
Ta 0.218 -0.055 0.755 -2.0625 -0.9515 -1.1053
N 0.157 1.858 0.231 0.7081 -0.7683 -0.3329
N 0.844 -1.390 -0.496 0.9230 1.5109 1.3567
C -0.379 2.636 -0.915 -0.0274 0.5170 -0.6722
C 0.226 -2.361 -1.401 -0.3946 -0.4389 -0.3403
C -0.073 4.123 -0.695 -0.2374 0.0024 0.0447
C 0.221 2.232 -2.271 0.1469 -0.2004 -0.1443
C -1.878 2.413 -0.973 -0.2834 0.0866 0.1222
C -0.380 -3.443 -0.507 -0.1185 -0.1509 -0.0983
C 1.232 -2.974 -2.373 0.0951 -0.0854 -0.1305
C -0.884 -1.670 -2.169 -0.1928 0.1115 -0.3855
H -0.413 4.420 0.306 0.1275 0.1586 -0.1523
H -0.629 4.718 -1.433 0.2375 -0.1294 0.2588
H 0.996 4.347 -0.816 -0.3231 -0.0026 0.1076
H 1.304 2.399 -2.332 -0.2499 0.0691 -0.0092
H -0.256 2.845 -3.053 0.2596 -0.2168 0.2764
H 0.036 1.180 -2.523 -0.0549 0.2149 0.1582
H -2.129 1.367 -1.201 0.0430 0.3217 -0.0403
H -2.297 3.067 -1.750 -0.0174 -0.3242 0.2870
H -2.336 2.677 -0.009 -0.0703 -0.0065 -0.2246
H 0.388 -3.898 0.127 -0.1975 -0.1021 -0.1029
H -0.823 -4.201 -1.162 0.0704 -0.0381 0.3258
H -1.169 -3.025 0.136 0.2223 -0.1852 -0.1951
H 1.966 -3.611 -1.866 -0.1509 0.0839 -0.0966
H 1.774 -2.216 -2.953 -0.1907 -0.0975 0.0662
H 0.674 -3.612 -3.072 0.2381 0.1872 0.1501
H -1.347 -2.417 -2.818 -0.0632 0.2108 -0.0348
H -0.509 -0.847 -2.788 -0.0248 -0.2586 0.0413
H -1.667 -1.281 -1.512 0.0905 -0.0604 -0.0661
C 1.603 2.111 0.487 0.0351 0.5517 -0.1518
H 2.053 1.265 1.076 0.3164 0.3799 -0.4015
H 2.160 2.280 -0.452 -0.1452 -0.4337 0.5015
H 1.761 3.002 1.124 -0.0468 -0.5262 -0.0736
C 2.247 -1.688 -0.064 -0.1254 -0.3197 -0.3443
H 2.577 -1.122 0.843 -0.2827 0.0236 -0.1875
H 2.361 -2.759 0.186 -0.1192 0.5799 0.0498
H 2.939 -1.425 -0.878 -0.1564 -0.0282 0.3736
F -1.357 -1.773 4.828 0.9293 1.5465 -0.5398
C -0.838 -0.562 4.597 -1.6057 -0.0194 2.0581
F -1.810 0.213 3.964 1.3503 -0.7763 0.4493
F -0.532 0.048 5.768 -0.1697 -0.8352 -1.9576
S 0.657 -0.667 3.484 0.5848 -0.7370 -0.4004
O 1.874 -0.883 4.173 -1.1062 -0.1922 -0.0781
O 0.217 -1.553 2.364 0.7521 -0.4012 1.2213
O 0.627 0.651 2.720 0.3046 0.4861 0.6544
```
Positions in Å, forces in eV/Å.

[2]
Entry from OMol25: C2H6N2OS in the gas phase in a non-equilibrium geometry (ωB97M-V/def2-TZVPD).

Energy above the lowest of the compared OMol25 structures with the same formula, charge and spin in kJ/mol: 280.00
SMILES: CS/N=C\NO
Energy in Ha: -662.6602

```
12
Properties=species:S:1:pos:R:3:forces:R:3
C -2.484 -0.113 0.030 0.1295 0.5296 0.8566
S -0.804 -0.738 -0.126 -0.1362 0.2628 -0.1164
N -0.053 0.791 -0.253 0.5660 -0.2915 0.0950
C 1.205 0.926 -0.114 -0.5984 0.7894 0.0482
N 2.192 0.007 0.212 -0.0141 -0.1549 -0.0006
O 1.981 -1.295 -0.266 -0.3015 -0.7539 0.7300
H -3.146 -0.964 0.053 -0.1663 -0.3634 -0.0088
H -2.604 0.448 0.979 0.0926 -0.3152 -0.5845
H -2.759 0.525 -0.801 0.1105 0.0708 -0.1906
H 1.592 1.963 -0.130 -0.0886 -0.5643 -0.0689
H 3.102 0.281 -0.120 0.2035 0.1957 0.0246
H 1.778 -1.831 0.536 0.2030 0.5949 -0.7845
```
Positions in Å, forces in eV/Å.

[3]
Entry from OMol25: C9H12N2O3S in the gas phase in a non-equilibrium geometry (ωB97M-V/def2-TZVPD).

Energy above the lowest of the compared OMol25 structures with the same formula, charge and spin in kJ/mol: 364.94
Energy in Ha: -1083.4823

```
27
Properties=species:S:1:pos:R:3:forces:R:3
C -3.547 -0.592 -1.047 0.0816 -1.0098 0.4225
C -3.321 0.615 -1.738 0.9903 -0.8289 1.9680
C -2.680 -1.151 -0.097 0.7183 2.4135 -0.4711
C -2.149 1.306 -1.409 -0.0970 -3.3554 1.4837
C -1.524 -0.432 0.232 -0.2656 -0.2101 -0.7909
C -1.231 0.727 -0.451 -1.5808 2.3124 -0.8864
C 2.211 0.192 -0.372 1.7135 -0.3401 -1.8810
C 1.286 1.340 -0.603 -1.8021 0.6887 -0.7709
C -0.165 1.650 0.080 3.8702 -1.9864 0.0185
N 0.072 1.535 1.503 -1.2239 2.8653 0.8817
N 3.370 -3.112 1.178 0.1255 -0.9614 -0.1849
O 3.368 0.422 -0.782 -0.6107 -0.0928 0.8268
O 1.928 -0.989 0.068 0.3851 -0.6165 1.6592
O 3.970 -0.927 1.933 0.2354 2.2127 2.6698
S 3.787 -1.570 0.712 -1.5348 -3.1541 -2.6942
H -4.452 -1.172 -1.148 -0.3918 0.3250 -0.4471
H -4.161 1.031 -2.244 -0.0999 0.3695 -0.7794
H -2.948 -1.913 0.579 -0.5370 -1.1989 0.1024
H -1.970 2.259 -1.761 0.4471 1.8683 -0.7987
H -0.868 -0.715 1.044 -0.1917 -0.4415 -0.0896
H 2.095 2.037 -0.448 -0.7044 1.4497 0.5389
H -0.293 2.695 -0.064 -0.6310 0.7335 -0.7842
H 1.148 1.422 -1.699 0.0307 -0.4278 0.3351
H 0.024 0.604 1.799 -0.0331 -1.2952 0.7563
H -0.661 2.113 2.002 1.1681 -1.2805 -0.5121
H 3.485 -3.943 0.593 -0.0494 0.9279 -0.3722
H 3.225 -3.430 2.138 -0.0127 1.0329 -0.2002
```
Positions in Å, forces in eV/Å.

[4]
Entry from OMol25: a molecular structure, C10H5BrMnNO5 in a non-equilibrium geometry (ωB97M-V/def2-TZVPD).

Charge: +2
⟨S²⟩: 6.0549
Multiplicity: 5
Energy in Ha: -4539.1828

```
23
Properties=species:S:1:pos:R:3:forces:R:3
O -0.020 2.987 -3.461 0.0399 -2.2708 2.8982
C -0.016 2.280 -2.556 -0.1808 3.7017 -4.2734
Mn -0.010 1.115 -1.118 -0.4468 -3.8285 0.1525
O -0.020 3.391 0.838 -0.0318 -3.0519 -2.5081
C -0.016 2.517 0.089 0.2100 4.4224 3.5832
C -0.002 -0.516 -2.486 -0.2064 -3.5367 0.2267
O -0.088 -1.678 -2.183 0.2588 3.2551 -0.6462
C 1.828 0.933 -1.269 5.4932 0.3800 0.4337
O 2.970 0.848 -1.371 -3.6280 0.0394 0.1715
C -1.846 0.915 -1.268 -5.0866 0.3165 0.1610
O -2.987 0.820 -1.368 3.5183 0.0845 0.1988
H 0.091 -0.237 -3.562 0.0158 0.0002 -0.0917
Br -2.143 -3.470 1.886 1.4839 1.7352 -0.3036
C -0.867 -2.058 1.729 -1.5713 -1.2229 -0.4404
C 0.095 -1.869 2.718 1.0114 -0.6060 2.0341
C 1.016 -0.834 2.592 -0.2684 0.4402 -0.8483
C 0.961 0.001 1.474 1.2619 -0.8686 2.6921
N 0.016 -0.184 0.499 -1.2592 1.0556 -2.9592
C -0.892 -1.203 0.622 -0.4895 -0.2881 -0.0017
H 0.128 -2.520 3.583 -0.0521 0.0383 -0.1141
H 1.767 -0.675 3.354 -0.0152 0.0345 -0.0792
H 1.680 0.804 1.393 -0.0985 0.0471 -0.1953
H -1.646 -1.366 -0.133 0.0412 0.1225 -0.0906
```
Positions in Å, forces in eV/Å.